A cluster of 6 separate species, C20H36F5INO15 in total, computed with ωB97M-V/def2-TZVPD.

Its HOMO-LUMO gap is 4.7 eV.

ORCA input file:
```
! RIJCOSX wB97M-V def2-TZVPD def2/J DEFGRID3
* xyz -1 1
H -9.50087 -4.27589 -4.94996
H 1.20535 -4.32781 6.99118
H 4.72828 5.28583 -0.80031
O -1.14255 1.07831 -4.40251
C -1.28915 -4.47280 2.16449
C 2.25265 1.89011 -1.02189
H 1.22359 1.55336 -1.07903
H 0.24773 -5.24320 3.48715
C -3.53027 -3.23221 2.31200
O 5.40103 -4.52823 7.10938
H 6.79959 9.82725 -1.98483
F -3.00986 -2.32318 0.17696
C 5.74541 9.93964 -1.73687
C 2.03400 -3.85750 6.47009
O 4.98659 8.84338 -2.25030
H 5.33825 10.82598 -2.21468
H 5.63623 10.00979 -0.65593
H -10.19591 -3.37060 -3.58790
F -5.04088 -2.09143 0.86733
H -1.44629 3.08016 -4.87819
H -3.51880 -1.48289 -2.07413
H -9.13158 -4.76824 -3.27417
C 0.18805 -4.45935 2.69847
H 1.99430 -4.07179 5.40326
C 6.65444 -4.11366 6.56364
N 0.61836 -3.18670 3.23161
I 2.12518 -2.34434 2.07194
F -4.40359 -2.93955 3.33110
H 2.41249 2.74517 -1.67870
H 2.92219 1.07846 -1.29962
H -1.55213 1.95049 -6.24523
H -1.74775 -5.44751 2.38520
H 5.76222 2.57001 2.23174
C 4.34539 -3.94578 6.51782
H 4.13774 4.74741 -2.38814
H -4.13300 0.18339 -2.18698
O 2.45854 2.26316 0.34164
O -2.36860 -0.24095 -3.20464
H -2.20073 -3.54303 3.90533
C -2.11779 -3.36814 2.82395
H -5.98587 0.27421 -4.99430
H 2.00767 -2.77875 6.60515
O 3.74047 2.94402 1.93795
O 4.59843 2.79982 -0.14477
F -4.01746 -4.37281 1.72512
H -1.29271 -4.33511 1.07334
C -1.03258 2.17238 -5.31447
C -3.76087 -2.12375 1.26530
H 4.90737 3.52819 3.46887
H 5.34704 4.26804 1.90439
H 0.81692 -4.83394 1.87373
H 6.71402 -4.36266 5.50538
H -4.29028 -0.91643 -3.57751
H 7.41231 -4.65530 7.12341
O 4.38808 -3.15156 5.62059
C -6.96269 -0.14057 -5.22975
O 3.22730 -4.40977 7.07339
C -2.39692 0.77282 -4.05786
O 4.57652 6.72208 -2.30896
C 3.68274 2.67541 0.63505
H 5.86916 5.09516 -2.14545
C 4.85460 5.37890 -1.87467
F -3.47120 -0.91693 1.75674
C 5.35286 7.65011 -1.76573
H 0.03106 2.29341 -5.49793
O -8.15261 -3.11480 -3.87402
C -8.20214 -2.01669 -4.62869
O -7.05898 -1.35401 -4.47601
O -9.12619 -1.68521 -5.32809
C -3.66435 -0.63356 -2.73260
H -1.56668 -2.42386 2.71798
H -7.03701 -0.34365 -6.29665
O -3.38268 1.34635 -4.45556
H 6.79057 -3.03989 6.68370
C 5.02733 3.35427 2.40387
H -7.74458 0.55755 -4.93647
C -9.32676 -3.92780 -3.93318
O 6.24023 7.46716 -0.97159
*
```

A structure of composition C20H36IrN4O7P2, computed with ωB97M-V/def2-TZVPD.

For the relative energy (zero: lowest compared OMol25 entry of this formula, charge and spin), the calculation gives 0.0 kJ/mol. Its HOMO-LUMO gap (spin up / spin down) is 7.5 / 7.8 eV. The expectation value of S² is 0.7529.

ORCA input file:
```
! RIJCOSX wB97M-V def2-TZVPD def2/J DEFGRID3
* xyz 0 2
H -4.27226 -0.14136 -3.68111
H 1.76431 0.88774 5.11482
C 1.99782 -3.14078 1.72722
H 0.55975 3.03722 -2.01762
H 1.89292 3.62810 1.67778
C -0.68290 -0.48024 4.71116
H 2.00463 2.27138 0.53507
C -3.33679 0.42091 -3.65590
C -2.20081 -1.70183 -4.31131
H -1.18981 -0.12572 5.60925
H -1.55389 1.79986 -2.05852
N 2.94425 -0.49741 0.11680
N 1.21667 -2.47452 0.69434
H 2.27040 0.21349 -4.73475
H -1.42411 -0.92638 4.05416
H 2.48341 2.06217 2.23105
C 1.56355 1.70429 -3.36275
C 3.35681 -0.94249 -1.21082
H -3.17924 0.87619 -4.63522
C 1.43979 0.55442 -4.12856
C 0.25017 -0.16285 -4.13327
H -0.46776 4.03963 1.45419
H 4.68135 0.50392 0.69281
N -0.05424 0.65696 4.04475
O -4.51422 2.00099 1.52551
H 0.34737 1.70242 5.79940
H 2.48978 2.26568 -3.36546
H -0.54375 2.83662 0.14279
H -3.18251 -1.84180 -1.91567
H -3.43998 1.20544 -2.90744
C -3.87908 1.14660 0.96172
H 3.80701 -1.94034 -1.18111
C 4.03814 -0.30328 1.05116
O 0.41649 -0.27332 -0.41442
N 0.40309 2.19760 1.92342
H 1.11605 2.36306 4.35649
H 2.24764 -4.15111 1.40080
O 1.30009 -0.20610 1.99992
C -0.71080 1.42418 -2.62144
H -1.39770 -2.41725 -4.12946
H -0.50767 -2.67487 -0.48765
H 4.65317 -1.20541 1.14570
H 0.18452 -1.05515 -4.74017
O -4.83005 -0.67071 2.23110
C 1.77030 2.54918 1.56904
H -2.12482 -1.35363 -5.34375
P 1.39984 -0.85665 0.52529
C -0.61740 2.98385 1.22377
P -0.00449 0.69777 2.41920
C -0.84034 0.24851 -3.37056
Ir -1.89162 -0.36924 -0.34780
O -2.99398 1.36548 0.02082
H 4.08921 -0.23845 -1.60924
H 2.92785 -2.60526 1.91440
C 0.48075 2.13604 -2.61407
C -0.03692 -3.15187 0.36839
H 0.19202 -4.18637 0.10798
C -2.43628 -1.03584 -1.94789
C 0.85101 1.44041 4.86804
H 2.50062 -0.94862 -1.88349
O -3.47457 -1.22069 0.55461
H 0.05523 -1.23511 5.00130
C -2.15717 -0.52459 -3.33363
O -1.22499 0.11517 1.82203
H -3.14930 -2.22857 -4.20314
H 1.44310 -3.20431 2.66923
H -1.61725 2.68893 1.52850
H -0.74390 -3.14024 1.20360
H 3.65893 -0.03291 2.03243
C -4.11748 -0.35896 1.31617
*
```

A structure of composition C20H36IrN6O2S2Se2, computed with ωB97M-V/def2-TZVPD.

For the relative energy (zero: lowest compared OMol25 entry of this formula, charge and spin), the calculation gives 284.3 kJ/mol. Its HOMO-LUMO gap is 5.3 eV.

ORCA input file:
```
! RIJCOSX wB97M-V def2-TZVPD def2/J DEFGRID3
* xyz 3 1
C 5.22347 -0.49316 -1.22822
N 4.51244 -2.30451 0.30845
C 1.03141 1.67437 -3.37224
H -0.09641 5.40768 0.74293
C -3.63479 -3.67975 -1.52590
H 3.30931 -3.42338 1.54680
O -0.61569 -0.14848 -1.36640
H 3.67524 -0.37599 -5.33610
C 2.94587 0.19056 -4.77172
O 0.72009 2.23048 1.24624
H 3.70507 5.67109 3.56725
C -2.57016 -1.31356 1.93218
H 0.27036 2.24742 -2.85166
H -4.10186 -4.50387 -0.99598
H 6.20500 -0.95271 -1.13797
N 2.51740 2.63115 2.62368
N 1.60654 4.29859 1.28110
H 3.32915 5.49466 1.16049
H 1.72085 -1.52865 -4.33308
C 1.62504 3.04263 1.71924
H 2.10792 5.03291 3.92881
Se -2.18702 -2.93478 -0.46017
C 3.08720 1.56307 -4.62258
C 4.28775 -1.20618 -0.32921
H -1.79290 1.29902 -3.43744
N 2.98609 -0.78734 -0.04804
C -3.32097 -2.14680 0.91829
C 2.51483 1.29875 3.21565
H 2.19491 1.35144 4.25769
H -3.18696 -4.05009 -2.44468
C 0.90156 0.29163 -3.52258
C 2.41276 -1.68364 0.78863
C 2.13546 2.30510 -3.92058
S -0.46954 -0.60215 -2.83960
H -1.74095 -1.83865 2.40637
H 2.81897 1.17984 -0.28641
H -1.82210 -0.02161 -4.65833
C 2.94222 4.97276 3.22738
H 4.43436 3.50785 2.64556
C 0.65082 4.76502 0.27674
H 1.90684 6.26913 1.85065
C 1.84818 -0.45865 -4.21393
C 3.50050 3.56870 3.20923
H -2.48000 1.13460 3.63785
H 0.14936 3.93216 -0.20254
Ir 0.34925 0.42042 0.38135
S 0.80022 -1.56919 1.36600
H 5.30783 0.56246 -0.96343
H 1.84701 0.62582 2.68928
C 2.48461 5.34618 1.83746
H -0.85643 0.38629 3.61470
H 3.93191 2.06834 -5.07379
H -1.09420 2.07413 3.04106
H -4.11255 -1.57051 0.44106
Se -1.90135 0.44241 1.31755
H 3.52866 0.89640 3.19338
H 2.23114 0.28884 -1.54629
H -4.35988 -2.90435 -1.75789
C -1.52671 1.08263 3.11663
H -2.74919 -0.19675 -3.14079
H 4.89609 -0.57105 -2.26702
N 3.35923 -2.58307 0.98501
N 2.28794 0.33997 -0.52328
H 3.70148 3.22078 4.22088
H -3.25128 -0.98828 2.72059
H 2.24484 3.37897 -3.83926
H -3.78971 -2.95001 1.48843
H 1.18815 5.34757 -0.47126
C -1.85426 0.22426 -3.59547
*
```

no.,calculated total energy (Ha),F_max (eV/A)
1,-2764.10583,0.594
2,-2316.56607,0.689
3,-6965.31641,1.221